(1)
A molecular structure, C30H37AsBN6O2Ti at a distorted geometry. Source: the OMol25 dataset; level of theory: wB97M-V/def2-TZVPD.

Geometry as XYZ:
```
78
Properties=species:S:1:pos:R:3:mulliken_spin:R:1
As -2.4099 -0.0838 0.0353 -0.01
Ti 0.8933 0.2803 0.4070 -0.27
O 0.5654 1.7863 -0.5166 0.19
O 2.1935 -0.2569 -0.7173 0.03
N 0.3810 1.9321 2.1631 0.00
N 3.0492 0.3379 3.1155 0.00
N 3.0112 0.2406 1.7772 -0.01
N 0.4490 -0.8783 2.4029 0.00
N 0.7369 -0.4227 3.6465 0.00
N 1.1607 1.9909 3.2625 0.00
C 5.0424 -0.3741 2.5036 0.00
C 1.0278 2.1924 -1.6767 0.33
C 4.2540 -0.0250 3.5837 0.00
C 0.5100 4.0601 2.8678 0.00
C -0.0672 -0.9958 4.5549 0.00
C 0.7964 -2.9094 -0.7852 0.05
C -0.5447 -1.7486 2.5512 0.00
C -0.5050 -0.8390 -0.3550 0.37
C -2.3561 1.1108 -1.5733 0.04
C -4.9617 0.2014 1.9402 0.00
C -0.0127 3.1749 1.9168 0.00
C -4.7447 0.8532 0.5714 0.00
C -3.1522 -2.9183 0.0451 0.00
C 2.3977 1.8670 -3.7069 0.28
C -0.1063 -1.8999 -1.2380 -0.12
C 3.4134 -0.5060 -2.7058 -0.10
C 4.2039 -0.1914 1.3919 0.00
C 1.2559 3.2524 3.7053 0.00
C 2.5107 0.2029 -1.9307 0.16
C 3.8169 -0.0589 -3.9653 0.24
C -0.0542 -3.0649 -3.4039 -0.01
C -3.6081 1.1354 -2.4431 0.01
C 0.4645 3.4825 -2.1936 -0.03
C 1.9540 1.4373 -2.4276 -0.12
C -3.3426 -1.6433 -0.7740 0.00
C -0.5171 -2.0445 -2.5894 0.06
C 0.8278 -4.0303 -2.9280 0.03
C 1.2455 -3.9310 -1.6010 -0.02
C -0.9072 -1.8702 3.8983 0.00
C 3.3035 1.1386 -4.4559 -0.15
B 1.7568 0.6996 3.8699 0.00
H 1.8416 3.4866 4.5798 0.00
H -3.7420 -3.7479 -0.3607 0.00
H 4.5094 -0.6460 -4.5561 0.03
H -4.3954 -1.3727 -0.8398 0.00
H -1.1748 -1.2928 -3.0109 0.00
H 3.6026 1.4998 -5.4341 -0.01
H -0.0800 3.3312 -3.1327 0.01
H 2.0026 2.7913 -4.1109 0.04
H 4.4625 -0.0139 4.6418 0.00
H -0.2320 3.8840 -1.4593 0.01
H 6.0656 -0.7114 2.5146 0.00
H -3.4596 -2.7660 1.0842 0.00
H 3.7764 -1.4468 -2.3066 -0.01
H 1.1961 -4.8204 -3.5721 0.00
H -2.1038 -3.2273 0.0391 0.00
H 1.9374 -4.6686 -1.2033 0.00
H -5.2944 -0.8408 1.8228 0.00
H 4.4002 -0.3571 0.3447 0.00
H -2.1563 2.1127 -1.1831 0.00
H 1.9855 0.8403 5.0478 0.00
H -1.6832 -2.4852 4.3217 0.00
H -3.7717 0.1688 -2.9294 0.00
H 1.2471 4.2279 -2.3786 0.00
H -0.9538 -2.2400 1.6859 -0.02
H 1.1420 -2.8468 0.2403 0.01
H -2.9557 -1.8016 -1.7821 0.00
H -4.0121 0.1594 2.4944 0.00
H -4.5675 1.9373 0.6971 0.00
H -0.6603 3.3735 1.0795 0.00
H -5.6643 0.7492 -0.0365 0.00
H -0.3810 -3.1054 -4.4391 0.00
H 0.0112 -0.7331 5.5984 0.00
H -5.6954 0.6919 2.6035 0.00
H 0.3632 5.1250 2.9365 0.00
H -1.4798 0.8165 -2.1529 -0.02
H -3.5270 1.8934 -3.2336 0.00
H -4.4851 1.3505 -1.8329 0.00
```

Properties
HOMO-LUMO gap (alpha / beta): 3.89 / 3.82 eV
Net charge: -2
2S+1: 2
HOMO energy (alpha / beta): 0.528 / 0.588 eV
Energy relative to the best compared isomer or geometry (same formula, charge and spin): 1.577 eV
LUMO level (alpha / beta): 4.4 / 4.4 eV

(2)
8 unconnected molecules or ions with the total composition C44H95BBrF8N3O15PS at a distorted geometry. Source: the OMol25 dataset; level of theory: wB97M-V/def2-TZVPD.

Geometry as XYZ:
```
169
Properties=species:S:1:pos:R:3:lowdin_charge:R:1
Br -6.6797 1.2715 -2.2180 0.81
S -5.3176 1.1439 4.3118 0.80
P -7.2416 4.6252 2.0859 0.54
F -7.6530 -0.7609 5.6238 0.16
F -7.6614 -1.4592 8.0132 0.19
F -2.6335 -1.4228 1.3709 0.00
F -4.2883 -0.4931 6.1539 0.16
F -6.7810 0.8983 6.7821 0.18
F -5.9132 -2.4399 7.2431 0.22
F -5.7759 -0.6578 8.5026 0.21
F -5.4690 -1.5434 4.6460 0.13
O 2.6845 0.2375 1.8216 -0.06
O -4.3182 2.4353 -2.6656 0.08
O 4.6631 -6.1719 -0.3350 -0.07
O 6.5986 -9.4733 -2.7326 -0.07
O -6.6809 1.3929 3.9478 -0.23
O 7.2444 1.7372 -2.9822 -0.06
O -2.2718 0.2609 4.2597 0.13
O -6.9413 5.4216 0.8854 -0.26
O 1.8386 5.3936 -2.3804 -0.08
O -1.9914 1.2769 -1.0262 -0.02
O -4.7272 2.1405 5.1460 -0.22
O -8.2099 5.5474 3.0240 -0.21
O -8.0731 3.2558 1.7784 -0.23
O 7.0667 -1.9731 -1.1368 -0.08
O 2.4731 2.4528 -1.7980 -0.07
N -3.0034 0.4800 -0.6292 0.15
N -4.0870 2.2269 0.5372 0.04
N -4.9065 -0.0428 0.5613 0.14
C 7.6864 -2.6312 -0.0270 -0.49
C -1.2132 0.5031 -1.9932 -0.13
C 4.8107 -7.2404 -1.2754 -0.50
C 3.8599 -8.3700 -0.9163 -0.06
C 4.5475 -6.7218 -2.6799 -0.06
C -9.5470 5.6731 2.4960 -0.29
C 4.2431 2.8381 -3.3898 -0.04
C -1.6845 2.0815 2.5991 -0.11
C 7.3268 2.7900 -0.8164 -0.05
C -9.3818 1.7925 0.4152 -0.07
C 9.3060 1.5566 -1.7464 -0.05
C 8.4679 -9.8307 -4.2127 -0.06
C -3.9434 0.9006 0.1141 -0.28
C -4.8265 3.0357 -0.4788 -0.07
C -5.3228 -0.4007 5.3319 -0.45
C 8.1032 2.4275 -2.0731 -0.48
C -4.7071 -0.2457 2.0126 -0.20
C -5.7847 4.3682 3.1467 -0.18
C -4.3155 1.0732 2.7909 -0.22
C -6.4299 -1.2762 7.5444 -0.59
C -5.0941 2.3278 -1.8270 -0.79
C -6.5877 -0.3160 6.2948 -0.39
C 3.0089 2.0182 -3.0491 -0.48
C -1.9378 0.4195 -3.3777 -0.20
C -4.5705 -2.7451 1.7479 -0.16
C -4.5493 3.6954 2.4912 -0.14
C -4.7288 2.2819 1.8947 -0.23
C -10.3502 6.7923 3.1898 -0.06
C -1.3267 -0.6670 -4.3409 -0.08
C 7.9180 -4.0944 -0.3650 -0.05
C 7.0445 -9.3125 -4.0804 -0.50
C 2.1181 7.0823 -0.6807 -0.06
C 1.9425 2.1447 -4.1274 -0.05
C 8.9874 -1.9226 0.3104 -0.06
C 3.2456 -0.1054 0.5510 -0.48
C -4.4592 -3.9172 2.7680 -0.08
C 2.7827 -1.4986 0.1506 -0.06
C 6.0998 -10.0447 -5.0211 -0.06
C -3.7716 -1.4627 2.1861 -0.26
C -0.5690 1.2880 1.8018 -0.07
C 0.0698 7.0151 -2.1326 -0.06
C 1.1344 6.1931 -1.4237 -0.49
C -8.6931 3.1879 0.4848 -0.28
C 4.7597 -0.0272 0.6187 -0.05
B -2.7542 1.1146 3.2643 -0.43
H -0.4976 7.6211 -1.4245 0.08
H -3.0165 0.2261 -3.2847 0.09
H 6.4044 -9.9225 -6.0618 0.08
H -10.2707 1.8075 -0.2254 0.08
H -5.8410 0.3260 0.3829 0.11
H -9.4929 5.8899 1.4193 0.11
H -4.2192 -3.0619 0.7551 0.11
H 6.0739 -11.1132 -4.7891 0.08
H -3.7577 3.7619 3.2554 0.12
H 1.6136 3.1816 -4.2343 0.08
H 7.0220 -8.2426 -4.2971 0.13
H 3.7552 -5.8514 -0.3894 0.08
H 3.9656 -9.2074 -1.6073 0.07
H 9.1325 -9.3033 -3.5266 0.08
H -1.1622 2.5924 3.4257 0.12
H 9.8503 1.2944 -2.6553 0.08
H 8.4341 3.3381 -2.5752 0.14
H -0.9834 -0.5110 -1.6137 0.13
H -2.1234 2.8420 1.9410 0.08
H 3.1786 -1.7808 -0.8268 0.08
H -0.6287 -0.1828 -5.0391 0.07
H -5.6436 -2.5269 1.6262 0.11
H -4.2119 3.9143 -0.7232 0.15
H 2.2654 5.9883 -3.0092 0.10
H 4.6856 2.5147 -4.3336 0.09
H -10.1525 6.8797 4.2629 0.08
H -5.4543 5.3830 3.4271 0.12
H -3.0633 -0.5141 -0.8762 0.20
H 8.5188 -10.8922 -3.9546 0.08
H 5.1536 -0.7215 1.3674 0.08
H 6.9451 0.9287 -2.5467 0.08
H 6.9746 -4.5838 -0.6149 0.07
H -0.1606 1.9449 1.0214 0.08
H 8.8429 -9.7019 -5.2295 0.08
H 9.4842 -2.3828 1.1661 0.08
H 2.2219 3.3830 -1.8908 0.05
H -1.7071 -0.3844 3.7973 0.13
H 9.6718 -1.9460 -0.5428 0.08
H 5.2102 -0.2665 -0.3461 0.07
H 1.6910 -1.5434 0.1127 0.06
H 4.6722 -7.5128 -3.4211 0.06
H -6.1343 3.9075 4.0803 0.09
H 6.4609 3.4068 -1.0654 0.07
H -4.2968 -3.5984 3.8050 0.07
H -0.2340 0.9832 -2.1288 0.12
H 3.0020 -0.3995 2.4730 0.09
H -3.6881 -4.6237 2.4299 0.08
H 8.3748 -4.6250 0.4720 0.09
H -2.1111 -1.1380 -4.9478 0.07
H -5.7788 3.4321 -0.0882 0.10
H -11.4127 6.6009 2.9714 0.08
H -0.7879 -1.4659 -3.8085 0.07
H -9.6960 1.5782 1.4520 0.09
H 8.9874 0.6185 -1.2834 0.05
H 3.2882 0.9686 -2.9306 0.14
H 2.8211 -8.0249 -0.9404 0.08
H -5.6920 -0.5598 2.3943 0.15
H -0.9428 0.3556 1.3555 0.05
H -0.6233 6.3644 -2.6691 0.08
H 2.8739 0.6277 -0.1684 0.12
H -8.6661 1.0009 0.1566 0.03
H 7.6683 -2.0347 -1.8889 0.09
H 9.9906 2.0657 -1.0653 0.08
H -10.0690 4.7235 2.7130 0.12
H -10.1130 7.7322 2.6645 0.08
H 3.5314 -6.3226 -2.7619 0.08
H 0.5230 7.6790 -2.8738 0.08
H 2.6382 7.7484 -1.3747 0.09
H -5.8179 2.1599 1.6996 0.13
H 2.3177 1.7979 -5.0922 0.09
H 1.6115 7.6901 0.0705 0.08
H 3.9909 3.8991 -3.4677 0.08
H -4.2102 4.3956 1.7068 0.13
H -9.4875 3.9306 0.3316 0.11
H 6.9978 -2.5562 0.8167 0.13
H 3.1078 -2.2415 0.8849 0.08
H -7.9998 3.2847 -0.3620 0.07
H -3.4999 -1.6684 3.2298 0.13
H 5.8392 -7.5909 -1.2018 0.12
H 5.2312 -5.9052 -2.9210 0.08
H -1.7729 1.3884 -3.8703 0.11
H 4.0542 -8.7260 0.0970 0.08
H 6.6134 -10.4156 -2.5257 0.09
H -5.4069 -4.4797 2.7556 0.08
H 7.9526 3.3370 -0.1085 0.08
H 6.9477 1.8901 -0.3239 0.06
H 5.0805 -9.6695 -4.9097 0.07
H 8.5708 -4.1926 -1.2379 0.08
H 2.8808 6.4794 -0.1852 0.08
H 8.7973 -0.8722 0.5396 0.07
H 4.9945 2.7447 -2.6045 0.05
H 0.6596 5.5046 -0.7215 0.14
H 1.0586 1.5571 -3.8653 0.05
H 5.0775 0.9740 0.9153 0.08
H 0.2579 1.0883 2.4950 0.07
```

Properties
HOMO-LUMO gap: 8.04 eV
Net charge: +1
HOMO energy: -11.317 eV
Energy relative to the best compared isomer or geometry (same formula, charge and spin): 1.168 eV
LUMO level: -3.3 eV